Entry 1:
# C5H13NO2

2 unconnected molecules or ions with the total composition C5H13NO2 (ωB97M-V/def2-TZVPD, the Open Molecules 2025 dataset).

multiplicity: 1
energy above the lowest of the compared OMol25 structures with the same formula, charge and spin: 241.7 kJ/mol
SMILES: CCN(C=O)CC.O
electronic energy: -403.4846 a.u.
strongest force on any atom: 4.52 eV/Å
gap between HOMO and LUMO: 9.77 eV

Atoms and positions in Å:
C -1.02943 1.17448 -1.66746
C -0.36599 -0.09630 -1.10125
N 0.00516 0.10914 0.33021
C 1.02178 1.06809 0.48610
O 0.97220 1.81642 1.46585
C -1.11769 0.20321 1.28394
C -2.03041 -0.91450 1.09922
H -0.91728 2.08691 -1.10133
H -0.61274 1.30970 -2.62282
H -2.08605 1.09187 -1.76981
H 0.49991 -0.56511 -1.58054
H -1.22042 -0.85576 -1.04489
H 1.96626 0.89076 0.01363
H -1.66609 1.17019 1.25919
H -0.77620 0.27363 2.30474
H -2.18619 -1.42127 1.95538
H -1.66062 -1.73001 0.47517
H -3.04650 -0.66865 0.67202
O 4.76152 -1.32183 0.18206
H 5.43497 -2.00182 -0.11949
H 4.05380 -1.61916 -0.51993

Results of the natural (NBO) charge analysis, in e, for atoms 1 through 5: number 1, C, carries -0.647; number 2, C, carries -0.234; number 3, N, carries -0.437; number 4, C, carries 0.506; number 5, O, carries -0.590

Entry 2:
# C5H13NO2

2 unconnected molecules or ions with the total composition C5H13NO2 (ωB97M-V/def2-TZVPD, the Open Molecules 2025 dataset).

multiplicity: 1
energy above the lowest of the compared OMol25 structures with the same formula, charge and spin: 120.3 kJ/mol
SMILES: CC(C)N(C)C=O.O
electronic energy: -403.5308 a.u.
strongest force on any atom: 1.18 eV/Å
gap between HOMO and LUMO: 10.08 eV

Atoms and positions in Å:
C 1.58622 0.45615 1.36815
C 0.35281 -0.33296 0.85709
C 0.83230 -1.70588 0.40158
N -0.37813 0.45964 -0.15392
C -1.12706 1.54185 0.43490
C 0.17576 0.68639 -1.38078
O 1.01795 0.01484 -1.92421
H 1.67886 0.38249 2.45739
H 2.49874 0.06421 0.96290
H 1.52303 1.52247 1.14811
H -0.31663 -0.51432 1.69762
H 0.03096 -2.32995 0.00604
H 1.34956 -2.17850 1.21691
H 1.57955 -1.63339 -0.36751
H -0.55516 2.41602 0.75387
H -1.85123 1.89745 -0.27848
H -1.63539 1.20359 1.33699
H -0.18322 1.60249 -1.87793
O -2.04570 -1.43057 -2.53241
H -2.25354 -1.62941 -1.60012
H -2.27967 -0.49261 -2.52619

Results of the natural (NBO) charge analysis, in e, for atoms 1 through 5: number 1, C, carries -0.631; number 2, C, carries -0.037; number 3, C, carries -0.613; number 4, N, carries -0.458; number 5, C, carries -0.412

Entry 3:
# C5H13NO2

2 unconnected molecules or ions with the total composition C5H13NO2 (ωB97M-V/def2-TZVPD, the Open Molecules 2025 dataset).

multiplicity: 2
charge: +1
energy above the lowest of the compared OMol25 structures with the same formula, charge and spin: 92.3 kJ/mol
electronic energy: -403.2086 a.u.
strongest force on any atom: 2.69 eV/Å
gap between HOMO and LUMO (alpha / beta): 12.01 / 6.99 eV

Atoms and positions in Å:
C 0.14866 -2.05751 -1.19990
C 1.02919 -1.22686 -0.30061
N 0.62246 0.16874 -0.18132
C -0.21362 0.89315 -1.12410
C -1.04774 2.01071 -0.50783
C 1.17403 0.83993 0.97155
O 1.92907 -1.65895 0.34699
H 0.17834 -3.13461 -1.16722
H -0.89333 -1.76417 -1.14700
H 0.48708 -1.78562 -2.21078
H 0.43148 1.12700 -1.98024
H -0.92669 0.18677 -1.50583
H -1.43865 1.73816 0.46999
H -0.52481 2.96216 -0.55119
H -1.96796 2.10062 -1.08421
H 0.78500 1.85150 1.01234
H 2.25850 0.76381 0.98773
H 0.80397 0.35170 1.87933
H -1.03947 -0.42034 2.06535
H -0.52229 -1.76899 2.63385
O -1.27322 -1.17719 2.59310

Results of the natural (NBO) charge analysis, in e, for atoms 1 through 5: number 1, C, carries -0.732; number 2, C, carries 0.660; number 3, N, carries -0.027; number 4, C, carries -0.273; number 5, C, carries -0.644